(1)
Density functional theory data (ωB97M-V/def2-TZVPD) for 2 unconnected molecules or ions with the total composition C3H8OS.

Cartesian coordinates (Å):
C  -5.3686  -1.5336  -1.4424
O  -4.4812  -1.1546  -2.1548
H  -6.3261  -1.9215  -1.8385
H  -5.2697  -1.5395  -0.3529
C  3.6458  -0.3529  0.3471
C  2.2743  -0.1182  1.0312
S  1.6854  1.5936  1.0396
H  4.2014  0.5845  0.2698
H  3.5016  -0.6776  -0.6811
H  4.2425  -1.0408  0.9383
H  1.5042  -0.7058  0.5403
H  2.4016  -0.4638  2.0529
H  1.5180  1.6868  -0.3089

Calculated values
Charge ... 0
Largest force on an atom ... 1.0 eV/Å
ΔE to the lowest compared entry with this formula, charge and spin ... 97.4 kJ/mol
Structure (SMILES) ... C=O.CCS



(2)
Density functional theory data (ωB97M-V/def2-TZVPD) for 2 unconnected molecules or ions with the total composition C3H8NO2 in a non-equilibrium geometry.

Cartesian coordinates (Å):
O  1.6992  -0.2093  0.1796
C  2.3839  -0.3575  -0.8547
O  3.3482  -1.3520  -0.8969
H  2.4216  0.3588  -1.6681
H  4.0726  -0.9020  -1.2673
C  -1.4883  -0.0836  0.0204
C  -2.7749  -0.2776  0.3365
N  -0.6287  0.6412  0.9300
H  -1.2271  0.0898  -1.0348
H  -3.5873  -0.2441  -0.4517
H  -2.9317  -0.2228  1.3603
H  0.4151  0.6823  0.5572
H  -0.9823  1.6276  0.9646
H  -0.7202  0.2493  1.8249

Calculated values
Charge ... +1
Largest force on an atom ... 4.0 eV/Å
ΔE to the lowest compared entry with this formula, charge and spin ... 249.6 kJ/mol



(3)
Density functional theory data (ωB97M-V/def2-TZVPD) for a gas-phase ion, C6H7N2O3S (charge -1) in a non-equilibrium geometry.

Cartesian coordinates (Å):
C  0.7243  -2.4002  0.9119
C  0.8162  -1.0402  0.7473
C  1.4738  -0.7962  -0.5639
C  -0.0493  1.5293  -1.7445
C  0.3774  -0.0240  1.6348
C  -2.0269  1.0114  0.1088
N  1.3178  -3.0675  -0.0307
N  1.7676  -2.0358  -0.9705
O  -0.0410  -0.2111  2.7981
O  0.3536  1.3376  1.1559
O  -0.5938  3.3030  0.1080
S  -0.4859  1.8780  -0.1828
H  0.0580  -2.9053  1.6625
H  0.4099  2.3436  -2.3638
H  0.5835  0.5474  -1.8114
H  -2.2223  1.1945  1.1513
H  -2.6803  1.6622  -0.4869
H  -1.8710  0.0248  -0.2612
H  2.0883  -2.3516  -1.8631

Calculated values
Charge ... -1
Largest force on an atom ... 3.8 eV/Å
ΔE to the lowest compared entry with this formula, charge and spin ... 355.5 kJ/mol



(4)
Density functional theory data (ωB97M-V/def2-TZVPD) for a gas-phase ion, C30H35N4O4S2 (charge +1) in a non-equilibrium geometry.

Cartesian coordinates (Å):
C  -2.1587  -5.6515  0.5470
C  -0.7421  -6.1156  0.8683
O  0.1361  -5.9850  -0.2384
C  0.6245  -4.7847  -0.5921
C  1.4108  -4.7856  -1.7631
C  1.9958  -3.6432  -2.2429
C  1.8024  -2.4441  -1.5564
N  2.3095  -1.2275  -1.8995
C  1.9391  -0.3109  -1.0908
N  2.3939  0.9978  -1.1496
C  3.7726  1.1801  -1.5923
C  4.8116  0.9818  -0.4736
C  5.4254  2.2844  0.0358
N  4.4542  3.1759  0.7057
C  4.9321  4.5642  0.7434
C  4.1146  2.7121  2.0566
C  1.6317  2.0630  -0.7982
O  2.1675  3.1393  -0.4942
C  0.1653  1.9493  -0.8639
C  -0.6096  2.6852  0.0333
C  -1.9818  2.7379  -0.1186
C  -2.5765  2.0679  -1.1713
S  -4.3537  2.2752  -1.4751
O  -4.6665  3.5982  -1.0344
O  -4.5950  1.8921  -2.8304
N  -5.1853  1.2273  -0.5028
C  -5.2282  -0.1607  -0.8884
C  -3.9442  -0.9062  -0.5132
C  -3.3499  -0.4310  0.7869
C  -2.2587  -1.1114  1.3146
C  -1.6594  -0.7017  2.4892
C  -2.1495  0.4083  3.1579
C  -3.2339  1.0926  2.6440
C  -3.8391  0.6845  1.4613
C  -5.0249  1.4334  0.9147
C  -1.8198  1.3423  -2.0735
C  -0.4479  1.2732  -1.9216
S  0.9276  -0.8339  0.2717
C  1.0143  -2.4462  -0.3858
C  0.4281  -3.5969  0.1077
H  -2.1815  -4.5930  0.2979
H  -2.8009  -5.8237  1.4056
H  -2.5458  -6.2113  -0.3003
H  -0.7431  -7.1869  1.0820
H  -0.3411  -5.5896  1.7427
H  1.5386  -5.7279  -2.2703
H  2.5963  -3.6505  -3.1373
H  3.8534  2.1758  -2.0338
H  3.9268  0.4367  -2.3760
H  5.6319  0.3772  -0.8599
H  4.3601  0.4126  0.3402
H  6.2364  2.0621  0.7347
H  5.8493  2.8233  -0.8142
H  3.5247  3.1691  0.1238
H  4.1848  5.1957  1.2187
H  5.8643  4.6318  1.3040
H  5.0961  4.9318  -0.2672
H  4.9943  2.7425  2.6997
H  3.7331  1.6943  2.0263
H  3.3447  3.3532  2.4803
H  -0.1245  3.2244  0.8321
H  -2.5910  3.3332  0.5409
H  -6.0902  -0.6114  -0.3878
H  -5.3942  -0.1859  -1.9653
H  -3.1947  -0.7711  -1.2994
H  -4.1529  -1.9769  -0.4489
H  -1.8882  -1.9776  0.7857
H  -0.8153  -1.2455  2.8873
H  -1.6911  0.7337  4.0793
H  -3.6263  1.9544  3.1636
H  -5.9410  1.0980  1.4176
H  -4.9312  2.5086  1.0736
H  -2.3153  0.8802  -2.9133
H  0.1485  0.7402  -2.6477
H  -0.1476  -3.5573  1.0174

Calculated values
Charge ... +1
Largest force on an atom ... 1.5 eV/Å
ΔE to the lowest compared entry with this formula, charge and spin ... 6.0 kJ/mol
Structure (SMILES) ... CCOc1ccc2nc(N(CCC[NH+](C)C)C(=O)c3ccc(S(=O)(=O)N4CCc5ccccc5C4)cc3)sc2c1



(5)
Density functional theory data (ωB97M-V/def2-TZVPD) for 2 unconnected molecules or ions with the total composition C6H9N2O2 in a non-equilibrium geometry.

Cartesian coordinates (Å):
C  -1.9821  -0.8602  3.3250
C  -1.0580  0.7411  0.3059
C  -1.2894  -0.2056  2.1690
C  0.0389  -0.1354  1.8460
N  -2.0023  0.3676  1.1610
N  0.2124  0.4864  0.6399
H  -1.3511  1.2101  -0.6371
H  1.2578  1.9359  -3.2637
H  0.8199  -0.6677  2.3770
H  -1.6268  -0.5791  4.2880
H  -1.8617  -1.9394  3.2782
H  -3.0492  -0.7241  3.1338
C  1.4862  -0.1551  -2.1097
C  2.0258  0.1211  -3.4504
O  1.8152  1.4191  -3.8629
O  2.6835  -0.5710  -4.1727
H  0.4732  0.2271  -1.9110
H  1.9403  0.4720  -1.3409
H  1.4675  -1.1428  -1.7755

Calculated values
Charge ... -1
Largest force on an atom ... 2.1 eV/Å
ΔE to the lowest compared entry with this formula, charge and spin ... 134.3 kJ/mol



(6)
Density functional theory data (ωB97M-V/def2-TZVPD) for a single CH2N2O4 molecule in a non-equilibrium geometry.

Cartesian coordinates (Å):
N  -1.7474  -0.0677  0.1690
C  -0.6614  0.6538  -0.1225
O  -0.5413  1.8128  -0.0226
O  0.3391  -0.3503  -0.2366
N  1.9790  -0.4272  -0.1521
O  2.4248  0.6263  -0.1950
O  2.4452  -1.4745  0.0782
H  -2.7149  0.2529  0.3785
H  -1.5232  -1.0261  0.1032

Calculated values
Charge ... 0
Largest force on an atom ... 3.0 eV/Å
ΔE to the lowest compared entry with this formula, charge and spin ... 179.0 kJ/mol
Structure (SMILES) ... NC(=O)O[N+](=O)[O-]



(7)
Density functional theory data (ωB97M-V/def2-TZVPD) for 16 unconnected molecules or ions with the total composition C5H40O15 in a non-equilibrium geometry.

Cartesian coordinates (Å):
C  0.9410  2.4411  0.7117
C  0.0800  3.6892  0.8124
C  -1.2321  3.4807  0.4000
C  -2.3880  4.4358  0.5332
C  0.6876  4.9887  1.1791
H  0.9688  1.7218  1.5784
H  2.0346  2.6206  0.4199
H  0.4660  2.0029  -0.1372
H  -1.5699  2.6186  -0.1091
H  -2.9978  4.0643  1.4106
H  -1.9293  5.4107  0.7967
H  -3.1807  4.4567  -0.1504
H  0.5357  5.0374  2.2882
H  0.0507  5.7940  0.8290
H  1.7012  4.9577  1.0752
H  2.2896  -0.9379  2.5448
H  2.3440  -2.2313  1.8604
O  2.2838  -1.2820  1.7079
H  -1.4126  0.6263  -2.8501
H  -0.6490  1.6377  -3.7484
O  -0.7645  1.4704  -2.7561
H  1.1581  -4.0182  2.6152
H  0.4531  -2.6908  2.5691
O  1.0032  -3.3302  1.9671
H  0.4917  -0.4227  3.7826
H  1.2328  0.8628  4.0242
O  1.3543  -0.0931  4.0373
H  -1.4608  -1.8471  3.8994
H  -0.5434  -1.9964  5.2373
O  -0.5501  -1.9223  4.2782
H  3.7494  -1.1004  -2.7223
H  2.2924  -1.1903  -2.5725
O  3.0047  -1.7497  -2.6723
H  -0.2821  -0.9214  -4.3421
H  0.1046  -2.0458  -3.2747
O  0.1419  -1.6950  -4.1097
H  -1.4480  -3.6855  -1.7546
H  -0.7304  -2.4912  -1.1438
O  -1.3897  -2.8512  -1.6758
H  -3.2169  -3.2972  3.2915
H  -3.9998  -2.1231  2.6364
O  -3.4383  -2.4096  3.3996
H  0.6435  2.8313  -2.7046
H  1.3384  3.2948  -4.0447
O  0.7508  3.5670  -3.3620
H  -2.3764  -1.3453  -2.7649
H  -3.5107  -0.4474  -3.4547
O  -2.6283  -0.7493  -3.4679
H  0.6093  -1.7951  0.5481
H  1.1873  -1.6255  -0.9191
O  0.3086  -1.5382  -0.3289
H  0.8372  0.4978  -2.4101
H  1.3427  0.7492  -1.0308
O  1.4749  0.4306  -1.8686
H  -3.2990  -2.9949  0.4224
H  -4.8584  -2.4769  0.6483
O  -4.0536  -2.9195  1.0725
H  3.5814  -0.4398  1.0301
H  4.6774  -0.6742  0.0662
O  4.3577  -0.0028  0.6214

Calculated values
<S²> ... 0.7524
Charge ... +1
Largest force on an atom ... 10.0 eV/Å
Multiplicity ... 2
ΔE to the lowest compared entry with this formula, charge and spin ... 189.8 kJ/mol